[1]
This record from the OMol25 dataset describes a molecular structure, C24H24Br9F7O21. The level of theory is wB97M-V/def2-TZVPD.

E_LUMO, eV: -0.4
HOMO, eV: -10.4

CARTESIAN COORDINATES (ANGSTROEM)
C (18.673, 12.070, 13.152)
Br (17.845, 11.518, 14.791)
Br (20.217, 11.049, 12.763)
Br (19.093, 13.941, 13.110)
H (17.930, 11.843, 12.399)
C (16.550, 8.048, 11.472)
Br (17.811, 8.653, 10.131)
Br (15.330, 6.842, 10.626)
Br (15.771, 9.459, 12.415)
H (17.154, 7.471, 12.134)
C (16.258, 16.049, 10.819)
Br (17.814, 16.169, 9.769)
Br (14.572, 16.056, 9.924)
Br (16.263, 17.313, 12.266)
H (16.293, 15.036, 11.203)
C (12.539, 17.015, 18.349)
C (12.150, 17.895, 17.207)
O (12.318, 19.201, 17.678)
C (12.448, 19.162, 19.035)
O (12.550, 20.098, 19.715)
O (12.561, 17.897, 19.513)
F (10.797, 17.652, 17.127)
H (13.534, 16.611, 18.153)
H (11.799, 16.172, 18.431)
H (12.565, 17.839, 16.184)
C (11.937, 10.005, 16.960)
C (10.507, 9.679, 16.600)
O (10.261, 10.306, 15.374)
C (11.212, 11.305, 15.306)
O (11.113, 12.201, 14.492)
O (12.125, 11.183, 16.259)
F (9.662, 10.171, 17.572)
H (12.624, 9.230, 16.533)
H (12.198, 10.064, 18.024)
H (10.192, 8.659, 16.467)
C (15.014, 12.668, 17.302)
C (15.791, 13.118, 18.578)
O (16.576, 12.032, 18.875)
C (16.113, 10.936, 18.251)
O (16.575, 9.833, 18.431)
O (15.162, 11.280, 17.376)
F (14.927, 13.365, 19.623)
H (15.485, 13.075, 16.396)
H (13.949, 12.941, 17.321)
H (16.391, 14.021, 18.556)
C (14.816, 12.589, 7.305)
C (15.852, 11.993, 8.305)
O (15.039, 11.576, 9.360)
C (13.886, 12.290, 9.343)
O (13.047, 12.335, 10.178)
O (13.721, 12.871, 8.160)
F (16.694, 13.097, 8.605)
H (14.438, 11.889, 6.493)
H (15.119, 13.521, 6.843)
H (16.464, 11.146, 8.066)
C (13.164, 13.981, 12.471)
C (14.313, 13.209, 13.103)
O (14.373, 13.710, 14.351)
C (13.658, 14.849, 14.504)
O (13.573, 15.568, 15.465)
O (12.918, 14.974, 13.445)
F (15.478, 13.554, 12.426)
H (12.272, 13.448, 12.248)
H (13.519, 14.544, 11.616)
H (14.214, 12.101, 13.077)
C (10.451, 18.341, 13.893)
C (11.600, 18.772, 13.022)
O (11.499, 17.891, 11.968)
C (10.788, 16.791, 12.294)
O (10.822, 15.738, 11.711)
O (10.054, 17.086, 13.410)
F (12.763, 18.604, 13.731)
H (9.596, 19.011, 13.905)
H (10.732, 18.151, 14.921)
H (11.571, 19.786, 12.655)
C (7.686, 14.769, 12.555)
C (8.374, 13.827, 13.478)
O (7.977, 12.563, 13.011)
C (7.236, 12.704, 11.930)
O (6.791, 11.765, 11.336)
O (6.988, 13.988, 11.623)
F (7.881, 13.976, 14.758)
H (8.290, 15.469, 12.015)
H (6.942, 15.344, 13.038)
H (9.457, 13.866, 13.527)


[2]
This record from the OMol25 dataset describes a single C10H10INO molecule. The level of theory is wB97M-V/def2-TZVPD.

E_LUMO (spin up / spin down), eV: -0.7 / -0.7
HOMO (spin up / spin down), eV: -8.0 / -8.0
SMILES: N#C\C=C/C(=C\C=C\I)OC1CC1

CARTESIAN COORDINATES (ANGSTROEM)
N (-1.483, 2.793, -0.562)
C (-0.605, 2.503, 0.105)
C (0.490, 2.078, 0.810)
C (0.951, 0.817, 0.590)
C (0.526, -0.264, -0.317)
C (1.379, -1.320, -0.652)
C (2.797, -1.443, -0.332)
C (3.523, -0.374, -0.044)
I (5.533, -0.376, 0.465)
O (-0.668, -0.388, -0.801)
C (-1.825, -0.058, -0.068)
C (-3.138, -0.010, -0.705)
C (-2.801, -1.108, 0.258)
H (0.907, 2.741, 1.639)
H (1.779, 0.477, 1.329)
H (1.060, -2.209, -1.021)
H (3.164, -2.425, -0.424)
H (3.128, 0.647, 0.001)
H (-1.687, 0.791, 0.607)
H (-3.510, -0.420, -1.628)
H (-3.658, 0.815, -0.352)
H (-3.211, -1.204, 1.234)
H (-2.651, -2.062, -0.130)


[3]
This record from the OMol25 dataset describes 2 unconnected molecules or ions with the total composition C4H12. The level of theory is wB97M-V/def2-TZVPD.

E_LUMO, eV: 1.0
HOMO, eV: -11.1
SMILES: CC.CC

CARTESIAN COORDINATES (ANGSTROEM)
C (0.649, 2.471, 0.058)
C (-0.762, 2.802, -0.440)
H (0.722, 1.378, 0.006)
H (1.307, 2.993, -0.628)
H (0.651, 2.749, 1.162)
H (-1.529, 2.529, 0.234)
H (-1.002, 2.448, -1.453)
H (-0.899, 3.809, -0.784)
C (0.174, -2.305, 0.878)
C (-0.049, -3.030, -0.510)
H (0.877, -1.344, 1.058)
H (-0.615, -1.937, 1.417)
H (0.456, -3.067, 1.653)
H (0.791, -3.637, -0.844)
H (0.171, -2.116, -1.239)
H (-0.998, -3.433, -0.501)


[4]
This record from the OMol25 dataset describes 4 unconnected molecules or ions with the total composition H8O4. The level of theory is wB97M-V/def2-TZVPD.

E_LUMO, eV: 0.2
HOMO, eV: -10.8
SMILES: O.O.O.O

CARTESIAN COORDINATES (ANGSTROEM)
O (-2.015, -1.015, 0.911)
H (-2.362, -1.163, 1.775)
H (-1.985, -0.056, 0.952)
O (-0.780, 1.433, -1.324)
H (-1.246, 1.540, -0.518)
H (-0.189, 0.676, -1.107)
O (0.761, -0.972, -0.332)
H (0.727, -1.559, -1.082)
H (-0.031, -1.225, 0.193)
O (2.429, 0.934, 0.551)
H (1.796, 0.298, 0.265)
H (2.894, 1.109, -0.283)


Record-wise maximum force values, in eV/Å: 3.42, 4.30, 6.46, 1.70
Record-wise energy above the lowest of the compared OMol25 structures with the same formula, charge and spin values, in kJ/mol: 0.0, 43.7, 163.5, 87.2